{"formula": "C30H48Cl2MnN3O7Si", "method": "ωB97M-V with the def2-TZVPD basis set", "symbols": ["H", "C", "C", "H", "H", "O", "H", "C", "C", "Mn", "C", "H", "H", "H", "C", "H", "H", "H", "H", "C", "C", "H", "H", "C", "H", "C", "H", "O", "H", "H", "H", "N", "Si", "H", "H", "C", "C", "O", "H", "H", "C", "H", "C", "C", "H", "H", "O", "Cl", "Cl", "C", "C", "C", "C", "H", "C", "H", "C", "H", "H", "C", "O", "C", "C", "H", "H", "O", "C", "H", "C", "H", "C", "H", "C", "N", "C", "H", "H", "H", "H", "H", "H", "H", "O", "N", "H", "H", "C", "H", "H", "H", "H", "H"], "xyz": [[-0.465, 5.371, -3.033], [-0.080, 2.943, -4.726], [6.047, 0.014, 3.259], [3.747, -3.107, 3.634], [4.161, -5.029, -0.459], [-2.465, -1.804, -2.368], [0.236, 3.959, -4.480], [3.829, -1.033, 3.191], [-1.397, -1.662, 3.975], [0.713, -2.541, -0.691], [-2.286, 1.539, 2.616], [-2.852, 4.049, -0.359], [-1.236, -0.276, -3.659], [1.301, -6.478, 0.706], [-2.676, 6.120, -1.031], [-3.281, -3.427, 3.175], [6.234, -3.304, 3.995], [2.654, 1.431, -3.769], [-0.039, 0.070, -4.986], [-2.176, 4.744, -0.841], [-0.224, 0.017, -3.894], [-5.938, 0.394, -2.022], [2.932, -3.873, -1.993], [0.952, -5.665, 0.057], [0.742, 3.154, -0.639], [-2.983, -2.778, 2.336], [-3.606, 6.282, -0.444], [1.879, 0.283, 2.809], [-1.808, -0.651, 4.076], [0.175, -1.719, 2.009], [-2.805, 1.399, -3.271], [-1.687, -2.202, 2.657], [0.346, 1.784, -3.377], [-1.162, 2.923, -4.906], [3.342, -5.964, 0.851], [-2.957, 1.423, 1.401], [-0.951, 4.359, -1.211], [-0.430, 2.202, -2.049], [0.292, -5.026, 0.665], [-0.067, 6.228, -1.526], [-0.080, 5.264, -2.027], [-5.187, -0.075, -0.461], [2.349, -0.890, 3.017], [-0.649, -2.450, 1.857], [2.022, 0.035, -2.807], [-0.342, 1.814, 3.566], [4.101, 1.289, 2.746], [-0.360, -0.854, -0.126], [2.878, -1.735, -0.298], [-3.252, -1.134, -1.682], [1.995, -4.240, -1.580], [2.025, 1.139, -2.907], [-3.578, 0.618, -3.371], [-2.724, 1.485, -0.729], [3.354, -5.028, 0.280], [-3.542, -1.442, -0.657], [4.414, -2.250, 3.528], [2.434, 1.494, -1.957], [-1.842, -2.324, 4.725], [-2.256, 1.721, 0.247], [1.671, -1.962, 3.103], [5.794, -2.348, 3.728], [-0.995, 2.335, 0.281], [0.366, -6.037, -0.793], [3.524, -4.167, 0.961], [0.854, -4.000, -2.114], [-0.295, 2.271, 1.482], [-0.304, -1.619, 4.087], [4.651, 0.124, 3.048], [-2.913, 6.367, -2.094], [-5.057, 0.503, -1.381], [-2.883, -3.350, 1.404], [-0.922, 1.871, 2.655], [-3.871, 0.023, -2.074], [-0.332, 3.015, -0.887], [0.950, 4.924, -2.073], [-2.785, 1.297, 3.529], [0.423, -0.755, -3.441], [6.652, 0.914, 3.154], [7.679, -1.286, 3.746], [-3.980, 1.088, 1.361], [0.742, 2.575, 1.452], [-0.506, -3.378, 1.026], [2.081, -4.898, -0.403], [0.412, 2.631, -5.664], [-3.729, -1.980, 2.220], [6.597, -1.209, 3.591], [-4.489, 1.098, -3.743], [-4.938, 1.563, -1.129], [-3.237, -0.150, -4.073], [-1.948, 6.913, -0.727], [3.016, 1.040, 2.724]], "lowdin_spin": [0.0000, 0.0001, -0.0002, 0.0000, 0.0007, 0.0012, 0.0000, -0.0015, -0.0002, 4.0470, -0.0006, -0.0002, 0.0000, 0.0005, 0.0000, -0.0003, 0.0000, 0.0000, 0.0001, -0.0004, 0.0013, 0.0000, -0.0011, 0.0043, 0.0000, 0.0001, 0.0000, 0.0009, -0.0003, 0.0010, 0.0000, -0.0046, 0.0003, 0.0000, 0.0006, -0.0018, -0.0004, 0.0002, 0.0015, 0.0000, 0.0000, 0.0000, 0.0007, 0.0089, 0.0005, -0.0001, -0.0010, -0.0856, -0.0659, -0.0004, -0.0007, 0.0005, 0.0000, 0.0002, 0.0041, -0.0001, 0.0002, 0.0002, 0.0001, -0.0090, 0.0000, -0.0004, -0.0075, 0.0007, 0.0021, 0.0429, 0.0011, 0.0000, -0.0009, 0.0000, 0.0000, 0.0002, -0.0021, 0.0002, -0.0003, 0.0000, -0.0001, 0.0013, 0.0000, 0.0000, 0.0000, 0.0001, 0.0130, 0.0496, 0.0000, 0.0000, -0.0003, 0.0000, 0.0000, 0.0000, 0.0000, 0.0000], "spin_multiplicity": 5, "homo_ha": [-0.2566, -0.2571]}

=====

{"formula": "C21H30F2N3", "method": "ωB97M-V with the def2-TZVPD basis set", "symbols": ["C", "H", "H", "H", "N", "H", "C", "C", "H", "C", "C", "H", "H", "F", "H", "H", "C", "H", "H", "C", "N", "C", "H", "H", "C", "H", "H", "H", "H", "F", "C", "H", "H", "H", "H", "H", "C", "C", "N", "C", "H", "H", "H", "H", "C", "H", "C", "H", "C", "C", "C", "C", "H", "H", "C", "C"], "xyz": [[0.888, 6.809, -1.497], [3.128, 1.293, -1.391], [1.434, 0.106, 2.920], [1.281, 1.615, -0.151], [0.579, -0.323, -0.099], [0.034, -3.887, 3.483], [2.141, -3.579, 3.839], [0.857, -3.183, 3.495], [-3.810, -2.541, -0.220], [-1.812, -3.003, -0.909], [-1.439, 6.295, -1.553], [-0.254, -4.152, -1.889], [-0.043, 0.045, 0.623], [-0.622, -1.470, 2.820], [-0.407, -1.798, -2.709], [3.731, -0.604, 3.555], [0.100, 4.829, -0.433], [-0.442, 0.483, -3.668], [-0.807, 1.831, -1.139], [0.639, -1.862, 3.169], [-0.914, -2.057, -0.240], [3.174, -2.653, 3.859], [2.172, 5.437, -0.484], [0.293, 3.932, 0.143], [-0.034, 1.408, -1.771], [-2.447, 6.540, -1.860], [-1.738, 0.324, -2.535], [2.725, -0.413, -1.305], [4.173, -2.964, 4.133], [1.903, 7.622, -1.825], [2.371, 0.560, -1.610], [2.333, -4.612, 4.093], [-3.629, -3.496, 1.984], [-0.563, 8.048, -2.454], [-2.179, -2.559, 1.788], [-0.833, -2.091, 0.771], [1.648, -0.923, 3.180], [-0.660, 0.301, -2.628], [-0.115, -0.991, -2.172], [-3.043, -3.281, -0.042], [-2.136, -4.323, 1.638], [-0.518, -4.552, -0.237], [0.351, 2.223, -2.364], [-1.687, -5.110, -1.426], [-1.195, 5.140, -0.823], [-3.461, -4.213, -0.391], [-2.708, -3.431, 1.425], [-2.161, -2.601, -1.844], [2.927, -1.327, 3.533], [-0.184, -1.165, -0.851], [-1.033, -4.299, -1.153], [1.056, 0.853, -0.883], [-2.016, 4.486, -0.557], [2.194, 0.480, -2.673], [1.154, 5.664, -0.773], [-0.394, 7.140, -1.892]], "nbo_charge": [0.4081, 0.2331, 0.2225, 0.2216, -0.5548, 0.2313, -0.1793, -0.3134, 0.2171, -0.0486, -0.1844, 0.2100, 0.3942, -0.3682, 0.4088, 0.2279, -0.2056, 0.2312, 0.2139, 0.4389, -0.5419, -0.2111, 0.2307, 0.1974, -0.4334, 0.2241, 0.1999, 0.2278, 0.2296, -0.3139, -0.6200, 0.2296, 0.2409, 0.2388, 0.1970, 0.4406, -0.3089, -0.2231, -0.6004, -0.4007, 0.2139, 0.2181, 0.2525, 0.2330, -0.2409, 0.2231, -0.6236, 0.2062, -0.1809, 0.6981, -0.6145, -0.0527, 0.2108, 0.2133, -0.2891, -0.2752], "total_charge": 1, "homo_ha": -0.4185}

=====

{"formula": "CH8N2O", "method": "ωB97M-V with the def2-TZVPD basis set", "symbols": ["H", "O", "H", "H", "H", "C", "H", "H", "N", "H", "N", "H"], "xyz": [[-0.521, 1.028, -1.635], [-0.882, 0.420, 0.757], [-0.826, -0.729, -0.741], [2.798, 1.139, 0.010], [2.038, 0.422, 1.228], [-1.540, 0.072, -0.277], [-2.487, -0.462, -0.085], [1.178, 1.132, 0.086], [-1.446, 0.645, -1.495], [0.174, -2.104, 0.790], [1.996, 0.552, 0.226], [-0.483, -2.113, 1.136]], "nbo_charge": [0.3425, -0.5933, 0.4689, 0.3486, 0.3618, 0.0427, 0.1881, 0.3636, -0.4479, -0.0009, -1.0764, 0.0022], "e_above_lowest_ev": 5.192, "homo_ha": -0.3750}

=====

{"formula": "C80H48F16O12", "method": "ωB97M-V with the def2-TZVPD basis set", "symbols": ["C", "F", "C", "H", "C", "F", "H", "F", "C", "H", "H", "C", "C", "O", "H", "C", "C", "H", "C", "O", "F", "C", "C", "F", "O", "C", "C", "C", "C", "C", "H", "H", "H", "C", "C", "C", "H", "C", "C", "H", "C", "H", "H", "C", "C", "C", "C", "C", "C", "H", "H", "O", "H", "H", "H", "H", "C", "C", "H", "C", "C", "C", "H", "H", "C", "H", "C", "H", "C", "O", "F", "H", "C", "C", "C", "C", "H", "C", "H", "F", "H", "C", "C", "H", "H", "H", "F", "H", "C", "C", "C", "C", "C", "H", "O", "C", "F", "C", "H", "C", "C", "O", "C", "C", "F", "H", "C", "C", "O", "F", "H", "H", "F", "H", "C", "C", "C", "H", "H", "C", "C", "C", "H", "F", "C", "C", "C", "C", "C", "H", "H", "C", "O", "C", "C", "H", "C", "H", "F", "C", "C", "F", "H", "H", "F", "C", "C", "C", "C", "O", "C", "O", "O", "C", "H", "C"], "xyz": [[-12.844, -1.874, 15.360], [-19.995, 6.898, 18.715], [-22.085, -7.576, 9.701], [-29.307, -0.773, 17.038], [-24.630, 4.139, 13.532], [-26.848, 8.070, 21.250], [-27.471, -11.816, 4.598], [-33.748, -4.785, 11.531], [-33.329, -5.809, 12.247], [-23.270, -11.484, 4.815], [-19.296, -4.779, 15.753], [-28.781, -4.099, 21.571], [-14.753, -0.560, 15.976], [-25.511, 2.626, 8.034], [-28.047, 1.640, 24.309], [-16.277, -0.468, 16.204], [-29.098, 3.069, 10.433], [-14.322, 1.435, 16.612], [-21.974, -8.265, 8.552], [-29.423, -0.208, 23.216], [-31.613, -6.389, 13.881], [-26.640, -11.302, 5.058], [-23.147, -8.829, 7.952], [-21.532, 8.040, 17.912], [-28.840, 3.894, 15.932], [-27.620, -4.407, 20.866], [-29.665, 4.301, 10.698], [-23.957, 8.104, 20.672], [-24.357, -10.242, 6.225], [-28.004, -1.793, 22.090], [-23.923, 0.717, 21.715], [-29.562, 1.600, 16.794], [-29.805, -2.812, 22.837], [-26.717, 1.146, 14.886], [-18.516, -1.571, 16.390], [-26.014, 3.681, 8.247], [-29.636, -4.746, 21.691], [-27.115, 0.386, 22.768], [-32.009, -5.472, 12.926], [-12.488, -2.848, 15.059], [-37.117, -4.979, 14.504], [-23.932, 8.311, 6.139], [-24.050, 6.204, 12.978], [-28.971, -2.832, 22.151], [-35.904, -4.341, 13.773], [-23.701, 6.175, 6.258], [-25.650, 1.904, 14.135], [-26.220, 2.413, 23.750], [-14.011, 0.529, 16.113], [-23.835, 3.652, 12.986], [-27.546, -5.416, 20.488], [-23.570, 6.908, 19.913], [-29.462, 2.251, 11.037], [-25.639, -3.617, 20.378], [-20.380, -2.578, 16.334], [-27.392, 1.905, 9.598], [-16.507, -2.967, 15.937], [-12.691, 0.454, 15.706], [-23.320, -6.626, 11.114], [-17.106, -1.681, 16.161], [-15.107, -3.092, 15.459], [-23.051, -9.832, 6.831], [-18.896, -0.569, 16.529], [-27.632, -1.969, 15.821], [-27.177, 6.444, 8.865], [-12.217, 1.409, 15.878], [-22.171, 6.551, 19.687], [-29.584, 6.295, 10.174], [-17.353, -4.101, 15.825], [-34.757, -5.025, 14.154], [-33.083, -6.765, 11.324], [-27.683, -9.830, 6.315], [-25.025, 2.169, 23.027], [-25.425, 4.955, 7.664], [-25.696, 3.376, 14.084], [-28.554, -0.202, 16.514], [-33.902, -6.889, 14.084], [-24.251, 4.982, 6.785], [-27.607, 5.978, 15.216], [-35.967, -4.038, 12.393], [-25.921, 8.301, 7.362], [-26.808, 5.479, 14.688], [-25.629, -9.839, 6.730], [-35.213, -6.647, 12.944], [-24.289, 7.844, 21.677], [-23.675, 4.090, 6.592], [-24.814, 9.019, 18.621], [-25.673, 7.191, 14.074], [-21.104, 7.513, 19.009], [-26.717, -0.250, 14.894], [-26.748, -10.273, 6.007], [-34.356, -6.161, 13.410], [-24.460, -8.505, 8.474], [-11.049, -0.806, 15.028], [-24.772, -1.091, 20.378], [-26.484, 8.287, 19.996], [-35.845, -3.220, 14.371], [-27.274, 3.926, 9.057], [-24.233, 2.903, 23.022], [-12.074, -0.712, 15.354], [-23.363, -7.177, 10.186], [-27.584, 7.592, 9.106], [-28.332, -0.549, 22.726], [-27.893, 3.383, 15.347], [-37.432, -6.250, 14.157], [-17.031, -5.031, 15.381], [-27.794, 1.851, 15.442], [-26.830, -2.108, 21.333], [-14.672, -4.114, 14.942], [-38.171, -4.206, 14.481], [-21.051, -8.408, 8.010], [-25.550, -7.284, 9.828], [-30.945, -5.336, 12.147], [-21.162, -7.176, 10.093], [-18.716, -3.930, 16.081], [-25.037, 8.931, 19.911], [-25.367, 7.374, 7.345], [-32.205, -4.498, 13.375], [-36.793, -5.130, 15.534], [-24.673, 5.501, 13.511], [-24.865, 1.008, 22.157], [-27.213, 1.450, 23.649], [-23.085, 8.758, 20.683], [-22.316, 5.415, 19.035], [-29.126, 5.328, 10.027], [-28.686, 1.162, 16.340], [-14.263, -1.760, 15.578], [-26.594, -3.431, 20.847], [-24.543, -7.600, 9.597], [-22.929, 6.045, 5.515], [-20.738, 8.268, 19.705], [-27.519, -0.895, 15.833], [-21.966, -10.023, 6.348], [-24.211, -11.181, 5.251], [-25.695, 6.120, 14.209], [-30.415, 4.517, 11.445], [-25.403, -11.682, 4.632], [-25.984, -0.841, 14.365], [-25.134, 10.110, 20.471], [-27.909, 2.851, 9.653], [-25.794, -1.032, 21.100], [-27.404, 9.113, 19.584], [-26.281, 3.251, 24.429], [-26.538, 7.308, 19.519], [-21.783, 6.154, 20.820], [-19.308, -2.710, 16.308], [-25.732, -8.985, 7.918], [-25.934, 6.305, 7.971], [-25.955, 0.176, 21.979], [-26.740, -8.594, 8.395], [-26.801, 4.108, 14.631], [-16.749, 0.641, 16.489], [-24.718, 1.295, 13.595], [-27.912, 5.249, 9.291], [-25.265, -12.492, 3.930], [-24.266, 7.383, 6.581]], "mulliken_charge": [-0.6834, -0.2629, -0.4952, 0.4669, -0.7703, -0.2974, 0.3674, -0.2716, 0.8908, 0.4156, 0.3218, -0.4096, 0.6893, -0.5820, 0.4030, 0.6155, -0.4042, 0.4150, -0.5471, -0.6346, -0.2787, -0.4870, 0.3924, -0.2293, -0.6805, -0.5512, -0.5112, -0.6484, 0.3637, 0.2291, 0.4564, 0.4372, 0.3790, 0.3585, -0.5729, 0.4027, 0.3810, 0.2897, 0.1555, 0.4406, 0.2369, 0.3826, 0.4523, -0.6945, 0.8378, -0.3904, 0.6371, -0.7149, -0.4564, 0.4668, 0.4214, -0.3611, 0.3862, 0.4434, 0.4000, 0.4906, 0.1944, -0.3489, 0.3593, 0.2114, 0.4721, 0.4077, 0.4710, 0.4219, 0.5547, 0.3344, 0.7499, 0.4060, -0.5561, -0.3932, -0.3278, 0.4526, -0.4444, 0.2319, 0.3217, -0.3902, 0.4837, -0.7795, 0.5278, -0.2901, 0.3618, -0.8577, 0.2102, 0.3405, 0.3270, 0.4028, -0.2622, 0.4147, 0.2972, -0.7990, -0.6640, -0.8021, 0.3784, 0.4078, -0.7091, 0.1504, -0.2752, 0.2551, 0.4169, -0.6724, -0.4516, -0.6805, 0.3932, 0.5498, -0.2694, 0.3914, 0.5502, 0.4331, -0.6186, -0.2375, 0.4353, 0.4732, -0.2733, 0.3560, -0.3523, 0.8502, -0.0728, 0.2432, 0.2300, -0.6592, -0.6495, -0.4455, 0.3459, -0.2875, -0.5427, -0.6762, 0.0803, -0.5869, -0.8149, 0.3674, 0.2248, -0.5867, -0.6071, -0.5353, -0.5368, 0.4338, -0.4168, 0.4444, -0.3021, -0.8036, 0.6311, -0.2660, 0.4349, 0.2751, -0.3090, -0.4744, 0.6581, 0.4131, 0.5289, -0.6214, 0.6066, -0.7094, -0.6927, 0.2674, 0.3705, -0.5915], "e_above_lowest_ev": 1.231, "smiles": "FC(F)C(F)(F)COC(F)(F)C(F)F.FC(F)C(F)(F)COC(F)(F)C(F)F.O=C1c2ccccc2C(=O)c2ccccc21.O=C1c2ccccc2C(=O)c2ccccc21.O=C1c2ccccc2C(=O)c2ccccc21.O=C1c2ccccc2C(=O)c2ccccc21.O=C1c2ccccc2C(=O)c2ccccc21", "homo_ha": -0.3492}